(1)
# C32H52N9O7

A cluster of 9 separate species, C32H52N9O7 in total at a distorted geometry (wB97M-V/def2-TZVPD, the OMol25 dataset).

```
100
Properties=species:S:1:pos:R:3
C -0.05 -2.45 0.50
C 1.16 -1.60 0.52
C 1.58 -1.13 -0.93
C 0.51 -0.02 -1.31
C 0.78 1.11 -0.23
C 0.32 0.71 1.26
N 1.10 -0.51 1.52
O 1.54 -0.68 2.63
C -1.24 0.63 1.33
C 0.87 1.79 2.30
C 2.31 -2.57 0.83
H -0.54 -2.69 1.54
H 0.07 -3.30 -0.11
H -1.03 -2.02 0.16
H 1.46 -1.99 -1.71
H 2.59 -0.62 -1.05
H -0.58 -0.37 -1.14
H 0.89 0.45 -2.26
H 0.32 2.14 -0.63
H 1.96 1.32 -0.22
H -1.45 1.70 1.36
H -1.38 0.17 2.24
H -1.84 0.25 0.58
H 0.66 2.79 1.94
H 1.90 1.95 2.27
H 0.41 1.87 3.22
H 3.18 -2.06 0.97
H 2.21 -3.54 0.23
H 2.30 -3.00 1.80
N -0.78 2.51 -6.43
C -1.61 1.49 -6.06
C -1.56 1.46 -4.50
C -0.82 2.70 -4.07
C -0.30 3.33 -5.45
H -0.45 2.56 -7.48
H -2.26 0.99 -6.69
H -1.84 0.74 -3.70
H -0.55 2.93 -3.16
H 0.43 4.09 -5.83
N 1.09 5.68 0.57
C 1.22 5.33 -0.81
C 2.47 4.43 -0.80
C 2.82 4.20 0.59
C 1.91 5.03 1.40
H 0.47 6.43 0.92
H 0.53 5.75 -1.59
H 2.84 3.97 -1.66
H 3.50 3.58 0.88
H 1.74 5.13 2.46
N 5.76 -1.52 -0.03
C 5.38 -0.24 -0.22
C 5.34 0.53 1.10
C 5.75 -0.62 2.07
C 5.92 -1.87 1.38
H 5.89 -2.18 -0.84
H 5.20 0.03 -1.15
H 5.25 1.67 1.42
H 6.07 -0.60 3.08
H 6.11 -2.80 1.85
N -1.27 -0.74 6.08
C -0.06 -1.58 5.98
C -0.21 -2.51 4.77
C -1.65 -2.20 4.24
C -2.27 -1.28 5.16
H -1.61 -0.13 6.82
H 0.66 -1.63 6.62
H 0.47 -3.02 4.35
H -2.35 -2.49 3.46
H -3.30 -0.76 5.27
N -2.97 -5.01 2.31
C -3.58 -4.55 1.21
C -2.60 -4.68 0.04
C -1.50 -5.61 0.58
C -1.84 -5.69 2.07
H -3.41 -4.79 3.25
H -4.51 -4.06 1.33
H -2.49 -4.47 -1.05
H -0.59 -5.90 0.23
H -1.31 -6.18 2.77
C -3.92 3.62 -1.59
N -3.66 2.48 -0.85
O -2.89 1.60 -1.34
O -4.11 2.28 0.24
H -3.45 4.56 -1.03
H -5.04 3.82 -1.97
H -3.32 3.42 -2.54
C 1.81 0.41 -5.74
N 1.88 -1.00 -5.25
O 1.15 -1.32 -4.36
O 2.55 -1.82 -5.86
H 1.01 0.24 -6.35
H 2.79 0.52 -6.27
H 1.89 1.18 -4.86
C -5.10 -0.92 0.42
N -5.10 -0.86 1.92
O -4.01 -0.56 2.34
O -6.15 -0.84 2.56
H -5.98 -0.59 0.04
H -4.76 -1.83 0.00
H -4.72 -0.17 0.07
```

Computed properties:
strongest force on any atom	13.34	eV Å⁻¹
relative energy (zero: lowest compared OMol25 entry of this formula, charge and spin)	0.0	kcal/mol
gap between HOMO and LUMO	5.170	eV
spin multiplicity	1
electronic energy	-2268.812586	a.u.
charge	+1
E_LUMO	-4.831	eV


(2)
# C32H54N16O5P2

A structure of composition C32H54N16O5P2 at a distorted geometry (wB97M-V/def2-TZVPD, the OMol25 dataset).

```
109
Properties=species:S:1:pos:R:3
C -1.49 0.41 0.08
C -1.55 1.93 0.05
O -0.51 2.58 -0.74
P 0.95 2.59 -0.09
O 1.14 1.81 1.12
O 1.33 4.10 0.16
O 1.96 2.15 -1.28
P 1.42 0.85 -2.20
N 2.92 0.09 -2.42
O 1.27 1.48 -3.71
H -1.24 0.00 -0.89
H -2.49 0.10 0.35
H -0.83 0.09 0.87
H -1.60 2.34 1.05
H -2.48 2.20 -0.44
H 1.34 4.58 -0.69
H 3.44 0.06 -1.55
H 2.73 -0.87 -2.68
H 0.36 1.79 -3.75
C -4.67 -2.51 1.75
C -4.71 -1.21 1.09
N -4.74 -0.18 0.58
H -3.91 -2.50 2.53
H -5.64 -2.72 2.19
H -4.43 -3.28 1.02
C -5.94 -6.86 1.18
C -4.70 -6.09 1.10
N -3.73 -5.48 1.01
H -6.00 -7.55 0.34
H -5.96 -7.43 2.11
H -6.79 -6.19 1.15
C -3.86 2.90 3.68
C -3.06 1.69 3.57
N -2.42 0.74 3.48
H -4.83 2.66 4.11
H -3.36 3.61 4.33
H -4.01 3.35 2.70
C -3.14 2.15 7.64
C -3.16 3.45 6.97
N -3.19 4.47 6.44
H -2.38 2.16 8.43
H -4.11 1.95 8.08
H -2.90 1.38 6.92
C -5.18 -5.73 -3.17
C -6.51 -6.24 -2.88
N -7.56 -6.64 -2.65
H -4.48 -6.05 -2.39
H -4.84 -6.12 -4.13
H -5.20 -4.64 -3.21
C -3.07 7.15 3.77
C -4.21 6.46 3.17
N -5.11 5.92 2.72
H -2.37 6.43 4.18
H -2.55 7.75 3.02
H -3.41 7.80 4.57
C -0.26 -5.33 2.64
C -0.31 -4.03 1.98
N -0.34 -3.01 1.47
H 0.50 -5.31 3.42
H -1.22 -5.56 3.09
H -0.01 -6.11 1.93
C 5.39 1.39 -4.87
C 6.12 0.92 -6.05
N 6.69 0.55 -6.97
H 4.96 0.55 -4.34
H 6.07 1.93 -4.21
H 4.60 2.07 -5.18
C 2.74 -8.15 0.31
C 1.41 -8.64 0.65
N 0.36 -9.05 0.91
H 3.45 -8.46 1.08
H 3.05 -8.56 -0.64
H 2.73 -7.06 0.25
C 4.21 5.22 -1.61
C 4.89 4.67 -2.78
N 5.44 4.23 -3.69
H 3.78 4.43 -1.00
H 4.91 5.80 -1.02
H 3.41 5.88 -1.96
C -0.27 4.94 -4.72
C 0.61 4.86 -3.57
N 1.32 4.78 -2.67
H -0.18 5.92 -5.18
H 0.00 4.18 -5.45
H -1.30 4.79 -4.40
C 3.16 -12.36 0.52
C 4.08 -11.47 -0.18
N 4.81 -10.78 -0.73
H 2.84 -13.16 -0.14
H 3.65 -12.79 1.39
H 2.28 -11.79 0.84
C 9.22 2.26 -8.62
C 9.38 2.81 -9.96
N 9.51 3.25 -11.01
H 8.25 1.77 -8.53
H 10.00 1.53 -8.43
H 9.28 3.06 -7.88
C -1.90 10.99 2.44
C -1.11 9.77 2.30
N -0.48 8.81 2.19
H -2.87 10.75 2.85
H -1.39 11.68 3.10
H -2.03 11.45 1.46
C 1.27 -0.91 3.96
C 2.11 -2.10 3.85
N 2.75 -3.04 3.75
H 0.30 -1.18 4.38
H 1.75 -0.18 4.60
H 1.11 -0.48 2.97
```

Computed properties:
strongest force on any atom	1.22	eV Å⁻¹
gap between HOMO and LUMO	9.125	eV
spin multiplicity	1
electronic energy	-3186.805568	a.u.
charge	0
E_LUMO	0.295	eV